The following is a quantum chemistry calculation of a molecular structure, C29H50DyP2 at a distorted geometry, from the OMol25 dataset.

```
82
Properties=species:S:1:pos:R:3:lowdin_charge:R:1
H 0.438 -4.033 0.020 0.09
C -2.225 -0.420 3.593 -0.04
H 1.816 1.403 -1.152 0.08
C -2.651 2.911 2.267 -0.17
H 5.483 0.309 -0.447 0.09
H 0.787 0.633 -3.125 0.10
C -0.339 4.728 2.558 -0.17
P -1.170 3.566 1.506 0.96
H -1.225 -3.246 -1.451 -0.01
H 3.499 -2.577 2.070 0.08
H 2.029 -1.706 -4.261 0.04
H 5.073 -2.060 -1.320 0.09
C 4.398 -1.264 0.591 -0.65
H -2.372 -3.988 -0.331 0.11
H -0.477 4.632 -0.522 0.13
H 1.619 -0.876 2.890 0.06
C 3.097 -0.868 0.113 -0.14
C -1.540 -2.146 0.359 -0.28
C -2.628 2.254 -1.940 -0.15
H 5.918 -2.695 0.120 0.09
H -1.312 -0.513 -2.706 0.03
C -3.782 -0.919 0.886 -0.06
C -0.969 0.275 -1.990 -0.32
H 4.954 0.741 1.187 0.09
C -0.907 3.627 -0.338 -0.29
H -2.860 -2.562 -1.276 0.08
C 0.929 1.998 -1.495 -0.20
H 1.229 -3.678 1.591 0.09
H -0.485 5.750 2.174 0.07
H -1.980 -3.554 -4.073 0.04
H -4.470 -1.537 1.490 0.10
H -1.945 1.226 -0.208 0.06
H 5.192 -2.106 2.403 0.09
H -1.857 4.237 -2.128 0.12
H -0.750 4.645 3.579 0.07
H 1.070 -2.449 3.510 0.09
C 0.800 -3.237 0.682 -0.03
H -2.421 2.247 -3.019 0.11
H -4.045 -1.074 -0.168 0.07
H -1.796 0.555 3.864 0.06
C 4.225 -1.757 2.026 -0.05
H -1.489 -2.465 -5.412 0.04
C -2.122 0.944 -1.278 -0.26
H 6.325 -0.372 0.969 0.09
C 0.079 1.228 -2.530 -0.21
P -0.100 -2.305 -3.399 0.91
C 1.968 -0.534 -0.241 -0.13
C -2.113 3.553 -1.299 -0.16
H -3.976 0.141 1.125 0.07
C -0.035 2.159 1.243 -0.39
C -1.656 -2.531 -4.330 -0.35
H -2.396 2.017 2.853 0.03
H -3.320 -0.317 3.506 0.09
H -2.020 -1.099 4.444 0.10
H 0.733 4.479 2.579 0.07
H -3.072 3.656 2.969 0.07
C 0.737 -1.434 3.244 -0.03
H -2.967 4.009 -0.761 0.11
C -2.355 -1.258 1.137 -0.28
C -2.024 -3.020 -0.733 -0.06
H 1.333 2.824 -2.047 0.12
H 1.172 3.339 0.003 0.14
H 0.363 -0.943 4.151 0.08
H -2.991 0.271 -1.189 0.10
C 0.312 2.667 -0.198 -0.42
H -3.437 2.647 1.539 0.06
H 3.850 -0.948 2.664 0.08
C -0.326 -1.493 2.212 -0.30
H 1.619 -2.728 0.160 0.04
H 4.278 -3.250 -0.281 0.09
H -2.450 -1.835 -4.007 0.03
C -0.284 -2.291 1.029 -0.29
H 0.765 -0.632 -4.935 0.04
C 4.950 -2.386 -0.282 -0.04
H 0.940 -2.358 -5.541 0.04
H 0.835 2.012 1.917 0.08
C 5.351 -0.071 0.569 -0.05
C -1.639 -0.946 2.332 -0.25
Dy -0.141 0.224 0.047 1.33
H -3.728 2.253 -1.863 0.12
H -0.323 1.997 -3.217 0.13
C 1.004 -1.676 -4.678 -0.38
```

The net charge is +1. Its electronic energy is -73530.4634 eV. Its spin multiplicity is 6.